{"formula": "C22H7F15GeN2O2PdSSe", "method": "ωB97M-V/def2-TZVPD", "e_homo_ev": [-0.6660, -0.6669], "e_above_lowest_kj_mol": 57.2, "e_tot_ev": -206938.77887, "total_charge": -2, "gap_ev": [4.85, 4.85], "elements": ["Pd", "C", "C", "N", "O", "C", "C", "N", "O", "H", "H", "H", "H", "H", "H", "H", "Se", "F", "C", "C", "C", "F", "C", "F", "C", "F", "C", "F", "Ge", "S", "C", "C", "F", "C", "F", "C", "F", "C", "F", "C", "F", "C", "C", "F", "C", "F", "C", "F", "C", "F", "C", "F"], "xyz": [[0.11248, 0.11549, -1.68892], [-1.38130, 0.44160, -6.07859], [-1.21256, 0.11360, -4.62190], [-0.33974, -0.70830, -4.19793], [0.49437, -1.20408, -5.21922], [-2.07035, 0.77980, -3.61612], [-3.38848, 1.37618, -3.99404], [-1.67296, 0.83899, -2.36773], [-2.52278, 1.23073, -1.47270], [-1.06962, -0.39607, -6.69784], [-0.74737, 1.29842, -6.32925], [-2.41460, 0.69870, -6.30615], [1.29287, -1.39298, -4.70588], [-4.16390, 0.62949, -4.21591], [-3.28368, 2.01761, -4.87557], [-3.73219, 1.96992, -3.14938], [1.58780, 1.73493, -2.74597], [1.14332, 0.10250, 3.83729], [1.32782, -1.21852, 3.65753], [1.43725, -1.75685, 2.38710], [1.64118, -3.12592, 2.35742], [1.77723, -3.81853, 1.21978], [1.72246, -3.90308, 3.51225], [1.92489, -5.23141, 3.43809], [1.59867, -3.31501, 4.74533], [1.68219, -4.05636, 5.86539], [1.40318, -1.95812, 4.82708], [1.29461, -1.37372, 6.03400], [1.00997, -0.60054, 0.72045], [1.63604, -1.60179, -1.06019], [1.99646, 1.08908, 1.07192], [1.57071, 2.36811, 0.75150], [0.33868, 2.62341, 0.32738], [2.41159, 3.46432, 0.84684], [1.97188, 4.69522, 0.54404], [3.72070, 3.30184, 1.24134], [4.53835, 4.36422, 1.33064], [4.18906, 2.04522, 1.54670], [5.46928, 1.88434, 1.92815], [3.32442, 0.97425, 1.45276], [3.86261, -0.22552, 1.75683], [-0.93939, -0.39793, 1.23506], [-1.80402, -1.41791, 0.86742], [-1.37071, -2.49933, 0.20090], [-3.15727, -1.41605, 1.15641], [-3.95300, -2.42216, 0.76167], [-3.68769, -0.36680, 1.86306], [-4.99947, -0.33974, 2.15149], [-2.86420, 0.65079, 2.28145], [-3.38225, 1.66699, 2.99323], [-1.51264, 0.61666, 1.97609], [-0.80991, 1.65429, 2.45672]], "atomic_forces_ev_per_a": [[0.32, -1.03, -0.63], [0.07, 0.09, -0.05], [-0.38, 0.52, 0.13], [-0.14, -0.34, 0.04], [0.21, 0.02, 0.11], [0.39, -0.31, -0.18], [-0.13, -0.01, -0.13], [-0.59, 0.76, 0.00], [0.43, -0.15, 0.03], [-0.01, 0.01, -0.01], [-0.03, -0.03, 0.03], [0.03, -0.01, 0.00], [-0.10, 0.01, -0.08], [0.08, 0.02, 0.03], [-0.04, -0.04, 0.07], [-0.01, 0.00, -0.02], [-0.17, -0.06, 0.17], [-0.07, 0.02, -0.19], [0.07, 0.04, 0.29], [-0.22, 0.05, -0.11], [0.08, -0.33, 0.23], [-0.07, 0.20, -0.06], [0.05, -0.08, -0.42], [-0.02, 0.08, -0.02], [0.05, -0.26, 0.39], [-0.01, 0.06, -0.11], [-0.03, 0.36, -0.04], [0.01, -0.02, -0.08], [0.04, 0.25, 0.49], [-0.09, 0.53, 0.18], [0.28, -0.30, 0.04], [-0.14, 0.14, -0.18], [0.01, -0.19, 0.14], [-0.08, 0.21, -0.05], [0.03, -0.12, 0.02], [0.03, 0.24, -0.01], [-0.03, -0.04, -0.01], [0.03, -0.03, -0.01], [-0.01, -0.04, 0.02], [0.07, -0.01, 0.07], [-0.15, -0.09, -0.02], [0.28, -0.35, -0.06], [-0.30, -0.10, -0.07], [0.23, 0.05, 0.01], [0.16, -0.15, -0.17], [0.03, 0.01, 0.01], [-0.39, 0.11, 0.11], [0.09, 0.00, 0.00], [0.12, 0.19, 0.07], [0.05, -0.07, -0.05], [-0.26, 0.40, 0.09], [0.19, -0.21, -0.05]], "nbo_charge": [0.445, -0.678, 0.215, -0.159, -0.614, 0.036, -0.661, -0.030, -0.622, 0.224, 0.235, 0.204, 0.487, 0.191, 0.193, 0.254, -0.853, -0.317, 0.392, -0.502, 0.405, -0.306, 0.228, -0.308, 0.266, -0.307, 0.228, -0.306, 1.255, -0.640, -0.546, 0.463, -0.291, 0.246, -0.300, 0.281, -0.308, 0.224, -0.311, 0.401, -0.323, -0.536, 0.402, -0.309, 0.241, -0.304, 0.282, -0.305, 0.242, -0.306, 0.416, -0.313]}